C10H16O | ωB97M-V/def2-TZVPD

Calculated values
* max |F|: 0.08353 hartree/bohr
* energy: -12675.6751 eV
* lowest unoccupied orbital energy: 0.85 eV

XYZ file:
```
27
Properties=species:S:1:pos:R:3:lowdin_charge:R:1
C -1.27155 0.74109 0.44258 -0.25
C 2.77847 -2.51276 -1.53788 -0.34
H 2.06400 -0.48096 -1.46437 0.09
H 3.06370 -0.83965 -0.05468 0.05
O 1.83706 -2.60421 -2.56771 -0.07
H 0.21916 -0.75063 -0.07164 0.11
H 1.73770 -3.46292 -2.97857 0.08
H 0.76015 1.66466 1.79269 0.08
C -1.54442 2.10218 0.33665 -0.05
C 3.05355 -1.04079 -1.13305 -0.07
C -2.81235 2.63780 0.72102 -0.08
C -3.55287 0.32277 0.95248 -0.09
C -3.80964 1.70902 1.00667 -0.11
C 0.16178 0.32662 0.19806 -0.23
H 3.79658 -0.48522 -1.64888 0.05
H -0.79792 2.82762 0.00382 0.11
H -2.06530 -1.20535 0.76175 0.11
H 0.60020 0.80366 -0.64345 0.08
C 1.05216 0.68806 1.39035 -0.09
H -4.82762 2.02350 1.34023 0.11
H 0.85149 -0.05836 2.21247 0.09
H -4.38847 -0.35419 1.03283 0.10
H 2.07636 0.43404 1.18048 0.04
H -3.09421 3.72975 0.61040 0.12
H 2.68270 -3.12240 -0.59203 0.12
C -2.29322 -0.15865 0.68498 -0.05
H 3.72251 -2.93472 -1.97520 0.11
```